C40H86N4O6 | wB97M-V/def2-TZVPD

Structure (XYZ):
```
136
Properties=species:S:1:pos:R:3:forces:R:3:mulliken_charge:R:1
C 5.585 -0.466 -8.776 -0.183 0.038 -0.032 -1.015
C 6.782 0.446 -8.531 -0.101 0.082 -0.179 -0.281
O 7.974 -0.198 -8.099 -0.040 -0.149 -0.001 -0.446
C 7.791 -1.214 -7.137 0.206 0.151 -0.088 -0.116
C 9.143 -1.423 -6.476 0.299 -0.072 -0.203 -0.622
O 9.041 -2.120 -5.213 -0.487 0.099 0.060 -0.560
C 8.167 -3.139 -5.162 -0.024 0.041 0.120 0.575
C 7.077 -3.268 -4.387 0.552 0.023 -0.140 0.563
C 6.537 -2.284 -3.397 -0.416 -0.049 0.247 -0.752
C 5.415 -2.822 -2.471 0.175 0.093 -0.345 -1.045
C 4.000 -2.449 -2.961 0.255 -0.261 0.043 -0.717
C 2.954 -3.585 -2.883 -0.356 0.726 0.348 0.127
C 2.041 -3.650 -4.127 0.030 -0.262 0.201 -0.814
C 2.041 -5.015 -4.844 -0.465 0.171 -0.027 -0.513
C 1.966 -4.903 -6.379 -0.003 0.183 0.123 -0.700
O 2.944 -5.640 -7.081 -0.057 -0.032 -0.064 -0.403
C 2.940 -7.026 -6.806 0.112 -0.108 0.024 -0.722
C 6.502 -4.595 -4.757 -0.333 0.207 0.173 -0.019
O 5.378 -4.985 -4.654 0.509 -0.131 0.274 -0.402
O 7.484 -5.328 -5.419 -0.354 0.182 -0.775 -0.305
C 8.316 -4.370 -5.997 -0.084 -0.195 -0.148 0.394
O 8.904 -4.547 -7.017 0.155 -0.054 0.538 -0.515
H 4.953 -0.021 -9.547 0.001 0.005 0.067 0.377
H 5.878 -1.452 -9.137 0.086 0.043 -0.043 0.309
H 4.959 -0.594 -7.890 0.119 -0.091 0.016 0.254
H 6.518 1.235 -7.814 -0.020 -0.061 0.035 0.253
H 7.042 0.940 -9.469 0.142 -0.017 0.100 0.382
H 7.053 -0.925 -6.378 -0.028 -0.001 0.000 0.230
H 7.478 -2.140 -7.633 -0.188 0.013 0.180 0.241
H 9.819 -1.970 -7.136 -0.075 -0.014 0.021 0.277
H 9.593 -0.459 -6.247 -0.076 -0.031 0.107 0.387
H 7.371 -1.923 -2.792 0.083 -0.055 -0.145 0.470
H 6.154 -1.410 -3.933 0.101 0.039 -0.010 0.268
H 5.496 -3.907 -2.421 0.025 0.001 0.165 0.534
H 5.606 -2.430 -1.472 -0.131 -0.063 0.051 0.504
H 3.647 -1.590 -2.385 -0.017 0.049 -0.124 0.426
H 4.078 -2.110 -3.997 -0.010 -0.069 -0.021 0.306
H 3.437 -4.538 -2.668 0.038 -0.053 -0.252 0.628
H 2.323 -3.368 -2.014 0.061 -0.215 0.039 -0.616
H 1.013 -3.418 -3.833 0.050 0.074 -0.038 0.268
H 2.333 -2.851 -4.814 0.060 -0.117 -0.086 0.486
H 2.904 -5.602 -4.539 0.168 0.094 -0.187 0.353
H 1.156 -5.563 -4.504 0.160 -0.124 0.076 0.434
H 0.959 -5.171 -6.730 0.071 -0.128 -0.030 0.348
H 2.126 -3.862 -6.673 0.063 -0.068 -0.038 0.410
H 3.073 -7.576 -7.740 -0.004 0.091 -0.007 0.284
H 2.002 -7.353 -6.346 -0.023 0.024 -0.028 0.338
H 3.768 -7.287 -6.138 -0.077 0.014 0.039 0.209
C -0.549 -0.861 -1.268 0.008 0.021 -0.048 -1.603
C -1.056 -0.802 0.164 0.075 0.108 -0.036 0.287
N -0.824 -2.023 0.912 -0.045 -0.038 0.038 0.185
C -1.542 -2.067 2.173 -0.139 -0.055 0.072 -0.084
C -1.172 -1.045 3.256 -0.011 -0.043 0.034 -1.012
C 0.552 -2.486 0.944 0.166 -0.063 -0.102 -0.776
C 1.619 -1.539 1.509 0.048 -0.073 0.023 -1.011
H -0.981 -1.708 -1.803 0.018 -0.035 0.036 0.338
H -0.833 0.053 -1.792 -0.006 -0.001 -0.008 0.518
H 0.538 -0.939 -1.320 0.000 -0.006 0.003 0.264
H -2.135 -0.635 0.140 -0.011 -0.014 0.061 -0.067
H -0.620 0.084 0.654 -0.017 0.016 -0.023 0.156
H -1.442 -3.075 2.585 0.052 -0.008 -0.021 0.374
H -2.605 -1.950 1.941 0.016 0.031 -0.050 -0.220
H -0.226 -1.284 3.740 0.029 0.028 -0.032 0.331
H -1.939 -1.042 4.033 -0.003 -0.005 -0.004 0.459
H -1.107 -0.032 2.858 0.004 0.001 -0.017 0.151
H 0.838 -2.752 -0.077 -0.030 0.037 -0.014 0.339
H 0.576 -3.429 1.496 -0.066 0.022 0.056 0.348
H 1.494 -0.518 1.144 -0.010 -0.001 -0.019 0.242
H 2.610 -1.877 1.199 -0.005 -0.006 -0.007 0.384
H 1.616 -1.513 2.598 -0.046 0.064 0.003 0.326
C -8.890 -1.733 0.052 -0.019 -0.003 0.025 -1.449
C -7.567 -1.243 0.620 -0.083 0.044 -0.008 -0.249
N -6.434 -1.520 -0.245 0.040 0.001 0.011 0.201
C -5.152 -1.309 0.401 0.149 -0.070 0.101 -1.221
C -4.783 0.117 0.831 0.077 -0.009 0.004 -0.509
C -6.547 -1.028 -1.607 -0.077 -0.005 -0.157 -0.663
C -6.761 0.478 -1.814 0.052 -0.007 -0.067 -0.994
H -8.841 -2.797 -0.182 0.024 0.003 -0.031 0.344
H -9.683 -1.579 0.784 0.000 -0.005 0.006 0.435
H -9.175 -1.194 -0.852 0.001 0.005 -0.002 0.299
H -7.385 -1.760 1.566 0.059 0.022 0.009 0.437
H -7.664 -0.173 0.868 -0.007 -0.006 0.002 0.187
H -4.370 -1.698 -0.259 -0.029 0.012 -0.048 0.294
H -5.127 -1.950 1.288 -0.075 0.009 0.009 0.394
H -4.504 0.741 -0.019 -0.053 0.029 0.001 0.246
H -3.922 0.088 1.503 -0.012 0.003 0.013 0.154
H -5.596 0.607 1.367 -0.025 -0.012 -0.013 0.494
H -7.372 -1.559 -2.088 -0.026 -0.002 0.050 0.410
H -5.653 -1.346 -2.149 0.047 0.015 0.059 0.339
H -7.504 0.883 -1.125 -0.014 -0.017 0.007 0.245
H -7.123 0.661 -2.828 0.000 -0.008 -0.002 0.380
H -5.841 1.048 -1.694 -0.017 0.016 0.069 0.276
C -4.437 6.751 4.237 0.016 0.011 0.020 -1.570
C -4.072 5.275 4.195 0.098 0.113 0.078 -0.110
N -4.301 4.661 2.900 -0.052 -0.058 0.008 0.192
C -4.203 3.213 2.930 -0.051 -0.175 0.013 -0.956
C -2.839 2.591 3.257 -0.021 -0.089 -0.032 -0.157
C -3.663 5.317 1.772 0.013 0.147 -0.105 -0.670
C -2.137 5.484 1.802 -0.002 -0.017 -0.081 -0.941
H -5.472 6.903 3.930 0.005 -0.008 -0.039 0.353
H -4.323 7.127 5.255 -0.006 -0.003 0.006 0.447
H -3.794 7.354 3.596 0.003 0.000 -0.002 0.303
H -4.695 4.751 4.926 0.020 -0.104 -0.047 0.420
H -3.030 5.157 4.538 -0.015 0.023 0.039 0.127
H -4.547 2.824 1.968 0.016 0.075 -0.040 0.346
H -4.928 2.853 3.667 0.009 0.065 0.040 0.343
H -2.145 2.661 2.420 0.024 0.048 0.017 0.199
H -2.963 1.530 3.483 -0.024 0.009 0.011 0.225
H -2.377 3.057 4.128 0.011 0.011 -0.004 -0.185
H -4.111 6.308 1.665 -0.007 0.001 0.055 0.359
H -3.952 4.777 0.867 0.009 -0.072 0.034 0.367
H -1.782 5.818 2.779 -0.017 0.010 0.011 0.189
H -1.836 6.237 1.071 -0.009 0.003 -0.001 0.388
H -1.615 4.563 1.549 0.010 -0.018 0.071 0.281
C 0.833 4.694 9.905 0.007 -0.013 0.028 -1.428
C -0.460 3.999 9.507 0.092 -0.036 0.001 -0.333
N -1.237 4.748 8.537 -0.043 0.006 -0.037 0.132
C -2.584 4.239 8.358 -0.176 -0.001 0.066 -0.697
C -2.756 2.834 7.766 -0.093 0.018 -0.097 -0.648
C -0.537 5.121 7.319 0.124 0.098 -0.071 -0.761
C 0.065 4.001 6.459 -0.026 0.049 -0.070 -0.685
H 0.635 5.702 10.273 -0.010 0.015 -0.035 0.335
H 1.323 4.130 10.699 -0.003 0.001 0.007 0.435
H 1.537 4.763 9.075 0.001 -0.003 -0.005 0.293
H -1.080 3.886 10.400 -0.053 -0.022 -0.030 0.447
H -0.221 2.978 9.167 0.004 0.003 0.006 0.255
H -3.135 4.953 7.740 0.043 0.006 -0.039 0.308
H -3.075 4.261 9.336 0.078 -0.010 0.039 0.392
H -2.553 2.819 6.696 0.045 -0.038 0.007 -0.110
H -3.788 2.504 7.902 -0.005 0.014 0.003 0.422
H -2.114 2.096 8.249 0.033 0.032 0.021 0.323
H 0.265 5.811 7.592 0.007 -0.029 0.047 0.359
H -1.225 5.715 6.711 -0.061 -0.044 0.016 0.324
H 0.582 3.255 7.064 0.005 0.008 0.020 0.305
H 0.796 4.424 5.766 -0.002 0.008 0.002 0.394
H -0.687 3.490 5.859 -0.002 -0.053 0.050 -0.060
```
Positions in Å, forces in eV/Å.

* total charge: 0
* lowest unoccupied orbital energy: -0.43 eV
* strongest force on any atom: 0.0171 Eh/bohr
* gap between HOMO and LUMO: 7.7 eV

***

C5H10O2 | wB97M-V/def2-TZVPD

Structure (XYZ):
```
17
Properties=species:S:1:pos:R:3:forces:R:3:mulliken_charge:R:1
C 0.614 1.066 -2.571 -0.378 -0.166 0.394 -0.975
C -0.268 0.454 -1.773 0.003 -0.276 -0.372 -0.203
C 0.066 -0.235 -0.540 -0.376 0.110 0.590 -0.020
C -0.816 -0.829 0.305 1.501 0.100 -0.692 0.669
O -2.114 -1.031 0.013 -0.371 -0.233 0.922 -0.474
C -0.371 -1.474 1.579 0.318 0.280 -0.279 -1.199
H 0.286 1.607 -3.445 0.080 -0.066 -0.124 0.272
H 1.668 1.051 -2.328 0.055 0.134 -0.020 0.277
H -1.312 0.428 -2.083 0.016 0.278 -0.023 0.034
H 1.107 -0.200 -0.246 -0.020 -0.037 0.141 0.350
H -2.274 -0.802 -0.892 -0.235 0.265 -0.777 0.299
H -0.989 -1.176 2.424 -0.227 -0.329 -0.030 0.334
H 0.648 -1.165 1.806 0.008 0.032 -0.042 0.316
H -0.339 -2.551 1.412 -0.340 -0.094 0.377 0.320
H 1.529 2.226 2.587 0.059 -0.094 -0.059 0.299
H 0.865 1.202 1.684 -0.635 -0.155 -0.396 0.321
O 1.703 1.432 2.069 0.542 0.252 0.390 -0.620
```
Positions in Å, forces in eV/Å.

* total charge: 0
* lowest unoccupied orbital energy: 0.73 eV
* strongest force on any atom: 0.0322 Eh/bohr
* gap between HOMO and LUMO: 8.9 eV